1.
The following is a quantum chemistry calculation of C34H35BCl5MnN8O2 as an isolated structure, from the OMol25 dataset.

Geometry (Å):
Mn  0.390  -0.035  0.066
B  -2.702  -1.395  -0.976
N  -1.436  -2.261  -0.669
C  -1.452  -3.589  -0.632
C  -0.157  -4.070  -0.483
C  0.620  -2.935  -0.422
N  -0.153  -1.836  -0.561
N  -2.614  -0.067  -0.175
C  -3.665  0.693  0.122
C  -3.231  1.968  0.457
C  -1.856  1.904  0.344
N  -1.490  0.668  -0.043
H  -3.658  -2.012  -0.590
H  -2.757  -1.137  -2.144
H  -2.389  -4.112  -0.718
H  0.163  -5.093  -0.413
H  1.678  -2.837  -0.253
H  -4.660  0.284  0.051
H  -3.827  2.814  0.750
H  -1.115  2.656  0.549
C  4.378  0.175  -3.285
C  3.253  -0.828  -3.413
N  2.618  -1.012  -2.111
C  3.109  -0.584  -0.941
N  2.295  -0.569  0.138
C  2.916  -0.524  1.477
C  4.393  -0.853  1.439
C  5.040  0.034  0.400
N  4.395  -0.224  -0.884
C  5.228  -0.194  -2.087
H  3.970  1.179  -3.136
H  4.978  0.186  -4.193
H  3.623  -1.788  -3.775
H  2.495  -0.476  -4.114
H  1.650  -1.295  -2.116
H  2.381  -1.230  2.112
H  2.793  0.475  1.900
H  4.559  -1.901  1.175
H  4.828  -0.681  2.422
H  6.099  -0.193  0.283
H  4.946  1.091  0.665
H  5.723  -1.160  -2.230
H  6.000  0.556  -1.918
C  -3.479  -5.247  5.621
C  -2.382  -4.263  5.931
C  -1.633  -4.418  7.093
C  -0.605  -3.542  7.403
C  -0.307  -2.499  6.547
C  -1.065  -2.320  5.397
N  -0.754  -1.283  4.475
C  -0.470  0.013  4.756
C  -0.675  0.561  6.042
C  -0.400  1.880  6.298
C  0.092  2.741  5.304
C  0.274  2.242  4.045
C  0.001  0.889  3.746
C  0.188  0.457  2.393
O  0.605  1.268  1.465
O  -0.031  -0.721  1.959
C  -2.108  -3.191  5.073
C  -2.898  -2.974  3.809
H  -3.494  -6.047  6.359
H  -3.347  -5.700  4.637
H  -4.461  -4.769  5.630
H  -1.856  -5.242  7.759
H  -0.022  -3.684  8.304
H  0.520  -1.833  6.758
H  -0.686  -1.554  3.505
H  -1.074  -0.069  6.822
H  -0.580  2.263  7.294
H  0.305  3.777  5.526
H  0.630  2.879  3.246
H  -3.045  -1.911  3.616
H  -3.878  -3.443  3.866
H  -2.388  -3.398  2.937
Cl  2.553  2.595  -0.043
C  1.497  2.349  -1.398
C  0.799  1.156  -1.598
C  0.236  0.953  -2.860
Cl  -0.377  -0.585  -3.365
C  0.209  1.965  -3.821
Cl  -0.519  1.707  -5.350
C  0.792  3.202  -3.544
Cl  0.726  4.462  -4.698
C  1.472  3.379  -2.347
Cl  2.296  4.855  -2.056

Results
Energy relative to the best compared isomer or geometry (same formula, charge and spin) in kJ/mol: 0.0
Spin multiplicity: 4
Expectation value of S²: 3.93
Largest force on an atom in Eh/bohr: 0.005
Total charge: +1
HOMO (spin up / spin down) in eV: -10.034 / -10.035

***

2.
The following is a quantum chemistry calculation of C34H35BF3NO3 as an isolated structure in a non-equilibrium geometry, from the OMol25 dataset.

Geometry (Å):
C  -1.212  4.739  0.093
C  -1.009  3.386  0.522
C  -1.738  2.654  1.443
C  -0.996  1.456  1.562
C  0.299  1.733  1.086
B  -2.648  -0.662  -0.942
C  -1.225  -0.235  -1.305
C  -0.128  -1.058  -0.962
C  1.041  -0.917  -1.675
C  1.104  0.103  -2.610
C  2.321  0.246  -3.467
F  2.159  -0.187  -4.756
F  2.697  1.568  -3.573
F  3.420  -0.415  -2.982
C  0.098  1.044  -2.778
C  -1.009  0.974  -1.961
O  -2.740  -1.906  -0.378
C  -4.139  -2.101  -0.321
C  -4.402  -3.515  -0.800
C  -4.502  -1.968  1.169
C  -4.770  -0.923  -1.217
C  -4.959  -1.342  -2.680
C  -6.068  -0.321  -0.715
O  -3.773  0.101  -1.176
O  0.181  2.761  0.200
H  -1.100  5.369  0.984
H  -0.451  5.024  -0.631
H  -2.231  4.844  -0.295
H  -2.648  2.974  1.991
H  -1.333  0.581  2.115
H  -0.169  -1.843  -0.207
H  1.835  -1.642  -1.645
H  0.127  1.769  -3.588
H  -1.716  1.796  -1.920
H  -5.486  -3.674  -0.759
H  -4.016  -3.670  -1.821
H  -3.889  -4.207  -0.116
H  -5.558  -2.258  1.287
H  -3.860  -2.672  1.727
H  -4.317  -0.943  1.560
H  -5.802  -2.038  -2.731
H  -5.211  -0.444  -3.261
H  -4.045  -1.808  -3.086
H  -6.832  -1.100  -0.820
H  -6.007  0.015  0.332
H  -6.348  0.531  -1.354
C  5.298  2.022  -1.892
N  4.409  1.350  -0.976
C  3.080  1.601  -0.734
C  2.676  0.884  0.383
C  1.549  1.130  1.359
C  1.221  -0.042  2.273
C  1.236  -1.363  1.874
C  0.915  -2.345  2.820
C  0.532  -1.948  4.102
C  0.507  -0.604  4.492
C  0.808  0.359  3.541
C  3.817  0.107  0.817
C  4.148  -0.663  1.939
C  5.375  -1.335  1.980
C  6.335  -1.102  0.992
C  6.121  -0.171  -0.025
C  4.867  0.400  -0.083
H  6.086  1.316  -2.163
H  4.751  2.325  -2.783
H  5.783  2.896  -1.434
H  2.511  2.316  -1.329
H  1.910  1.960  2.002
H  1.628  -1.591  0.883
H  1.043  -3.386  2.524
H  0.194  -2.713  4.792
H  0.278  -0.307  5.515
H  0.793  1.423  3.800
H  3.479  -0.761  2.788
H  5.590  -2.044  2.785
H  7.289  -1.608  1.018
H  6.830  0.077  -0.802

Results
Energy relative to the best compared isomer or geometry (same formula, charge and spin) in kJ/mol: 0.0
Spin multiplicity: 1
Largest force on an atom in Eh/bohr: 0.116
HOMO in eV: -7.228